Entry 1:
{
  "formula": "C4H9NOS",
  "method": "the ωB97M-V functional and the def2-TZVPD basis",
  "elements": ["C", "C", "C", "C", "N", "O", "S", "H", "H", "H", "H", "H", "H", "H", "H", "H"],
  "positions_angstrom": [[3.0507, 0.5251, -0.9209], [2.3517, -0.1737, 0.1423], [2.1756, 1.2488, -0.2273], [-2.3998, -1.4209, -0.0069], [-1.1219, 0.6610, 1.3134], [-2.7978, 1.1401, -0.5684], [-1.7623, 0.3306, -0.0047], [-1.1451, 1.5190, 1.7858], [3.7338, 0.5819, -1.7906], [1.6405, -0.9097, -0.0248], [2.9754, -0.3173, 0.9916], [1.5965, 1.9963, 0.2730], [-2.7770, -1.6160, -1.0222], [-1.5741, -2.0835, 0.4816], [-3.2115, -1.5111, 0.5941], [-0.7346, 0.0294, -1.0160]],
  "homo_ev": -9.2,
  "multiplicity": 1,
  "orbital_gap_ev": 10.006,
  "e_lumo_ev": 0.77,
  "smiles": "C[S@H](=N)=O.C1=CC1"
}

Entry 2:
{
  "formula": "C5H9O3",
  "method": "the ωB97M-V functional and the def2-TZVPD basis",
  "elements": ["O", "C", "O", "C", "C", "C", "C", "H", "H", "H", "H", "H", "H", "H", "H", "H", "O"],
  "positions_angstrom": [[-0.6247, 1.0927, -1.7002], [0.5401, 0.6448, -1.9253], [1.3489, 1.0546, -2.7262], [0.9486, -0.5473, -0.8802], [0.0374, -0.4592, 0.3750], [0.2083, -1.6387, 1.2507], [-0.0289, -1.4930, 2.5698], [1.9872, -0.6957, -0.6105], [0.8956, -1.5488, -1.4162], [-0.9510, -0.3536, -0.1233], [0.0385, 0.4721, 0.9477], [0.5605, -2.5981, 0.8773], [-0.3448, -0.6290, 3.2057], [0.1772, -2.3223, 3.2276], [-2.3499, 2.9635, -1.1695], [-0.8680, 2.6297, -1.0468], [-1.5748, 3.4284, -0.8557]],
  "homo_ev": [-10.2, -10.2],
  "multiplicity": 2,
  "orbital_gap_ev": [10.880, 5.764],
  "e_lumo_ev": [0.65, -4.42]
}

Entry 3:
{
  "formula": "C4H8O2",
  "method": "the ωB97M-V functional and the def2-TZVPD basis",
  "elements": ["O", "C", "C", "C", "C", "O", "H", "H", "H", "H", "H", "H", "H", "H"],
  "positions_angstrom": [[-1.6248, -0.1062, 1.8614], [-1.4575, -0.5306, -0.7420], [-0.2305, -0.0985, -0.5159], [1.2107, -0.5352, -0.6126], [1.4920, 0.8406, 0.0107], [0.0946, 1.1962, -0.1169], [-1.5372, 0.8127, 1.5742], [-1.7212, -1.5820, -0.7909], [-2.2724, 0.1864, -0.7592], [-0.9195, -0.5132, 1.3362], [1.5735, -1.4236, -0.0928], [1.4701, -0.5888, -1.6719], [2.1252, 1.5357, -0.5433], [1.7972, 0.8064, 1.0630]],
  "homo_ev": -8.8,
  "multiplicity": 1,
  "orbital_gap_ev": 9.694,
  "e_lumo_ev": 0.87
}

Entry 4:
{
  "formula": "C12H16CsN2O5",
  "method": "the ωB97M-V functional and the def2-TZVPD basis",
  "elements": ["Cs", "O", "C", "C", "N", "C", "C", "O", "O", "C", "C", "O", "O", "H", "H", "H", "H", "H", "H", "H", "H", "H", "C", "C", "C", "C", "N", "C", "C", "H", "H", "H", "H", "H", "H", "H"],
  "positions_angstrom": [[-0.4144, 0.9921, 0.0496], [2.0347, -0.5458, 2.0199], [1.7801, -0.2501, 3.3937], [1.5279, 1.2425, 3.5389], [0.3037, 1.6013, 2.8645], [0.2196, 3.0317, 2.4697], [1.1600, 3.4287, 1.2802], [2.3482, 3.6574, 1.5413], [0.6073, 3.3939, 0.1432], [-0.9165, 1.1360, 3.5461], [-2.0480, 0.7465, 2.5577], [-2.9303, 1.5855, 2.3223], [-1.8224, -0.3009, 1.8803], [1.5540, -1.3363, 1.7828], [2.6382, -0.5646, 4.0037], [0.9162, -0.8319, 3.7183], [2.3570, 1.7927, 3.0873], [1.5052, 1.5671, 4.5991], [0.4637, 3.6585, 3.3448], [-0.8193, 3.2096, 2.1893], [-1.2754, 1.9127, 4.2404], [-0.6737, 0.2390, 4.1162], [-3.3177, 1.2754, -6.7362], [-2.5785, 0.8604, -5.5035], [-1.1952, 0.8943, -5.4266], [-0.5747, 0.4967, -4.2510], [-1.2157, 0.0736, -3.1710], [-2.5476, 0.0408, -3.2402], [-3.2543, 0.4197, -4.3689], [-2.6322, 1.5901, -7.5222], [-3.9898, 2.1085, -6.5276], [-3.9228, 0.4567, -7.1279], [-0.5835, 1.2255, -6.2553], [0.5080, 0.5273, -4.1831], [-3.0794, -0.3117, -2.3642], [-4.3357, 0.3668, -4.3561]],
  "homo_ev": -4.6,
  "total_charge": -1,
  "multiplicity": 1,
  "orbital_gap_ev": 6.659,
  "e_lumo_ev": 2.10
}

Entry 5:
{
  "formula": "C24H36F2NO5PS",
  "method": "the ωB97M-V functional and the def2-TZVPD basis",
  "elements": ["C", "C", "C", "C", "C", "F", "C", "C", "O", "S", "O", "O", "C", "C", "C", "C", "C", "N", "C", "P", "C", "C", "C", "C", "C", "C", "C", "O", "F", "C", "C", "O", "C", "C", "H", "H", "H", "H", "H", "H", "H", "H", "H", "H", "H", "H", "H", "H", "H", "H", "H", "H", "H", "H", "H", "H", "H", "H", "H", "H", "H", "H", "H", "H", "H", "H", "H", "H", "H", "H"],
  "positions_angstrom": [[1.7732, 4.3495, -0.7911], [1.1506, 4.2420, 0.4796], [0.1254, 3.2744, 1.0035], [0.1148, 1.8733, 0.3484], [-0.3540, 1.9419, -1.1640], [0.7223, 1.8913, -2.0083], [-1.1696, 3.1547, -1.5980], [-2.1720, 2.7239, -2.6952], [1.5388, 1.5828, 0.2641], [2.2997, 0.6746, 1.3865], [3.5426, 0.4001, 0.7662], [1.5360, -0.7903, 1.4777], [0.6607, -1.2652, 0.4497], [0.6316, -2.7923, 0.6369], [-0.1686, -3.5430, -0.1788], [-0.1269, -4.8792, -0.0042], [0.6693, -5.4001, 0.9446], [1.4336, -4.7294, 1.7686], [1.3768, -3.4205, 1.5508], [1.4021, -1.0897, -1.2943], [2.8340, -2.2227, -1.4676], [2.5894, -3.5690, -2.1961], [0.1810, -1.3038, -2.6487], [0.8062, -0.7410, -3.9402], [-0.7328, -0.6280, 0.6490], [-1.6984, -1.4888, 1.4632], [-1.2892, -2.0390, 2.8140], [-1.9979, -2.8364, 3.3868], [-0.1604, -1.6266, 3.4122], [-0.7816, 0.8735, 1.1382], [-2.2516, 1.3063, 0.7710], [-0.6551, 0.7748, 2.5227], [-0.8314, 1.7083, 3.5526], [-1.9373, 2.7664, 3.5090], [2.6558, 3.7766, -1.0312], [1.3711, 5.0364, -1.5250], [1.4178, 5.0147, 1.2012], [-0.8616, 3.7258, 1.0646], [0.4605, 3.0953, 2.0219], [-0.9258, 1.0645, -1.4353], [-1.7766, 3.6197, -0.8330], [-0.5761, 3.9260, -2.0626], [-1.6856, 2.5802, -3.6513], [-2.6889, 1.8103, -2.4170], [-2.9445, 3.4798, -2.7633], [-0.8278, -3.1395, -0.9255], [-0.7324, -5.5274, -0.6092], [0.6882, -6.4755, 1.0482], [2.0077, -2.8225, 2.1842], [3.2567, -2.4471, -0.4996], [3.5826, -1.6756, -2.0209], [3.1545, -3.6232, -3.1188], [1.5516, -3.7557, -2.4550], [2.9017, -4.4058, -1.5851], [-0.8083, -0.8997, -2.4753], [0.0343, -2.3660, -2.8546], [1.2924, -1.5519, -4.4700], [1.5936, -0.0374, -3.7078], [0.0638, -0.3029, -4.5940], [-1.1872, -0.6333, -0.3358], [-2.0165, -2.3509, 0.9027], [-2.6231, -0.9680, 1.6602], [-2.8729, 0.9989, 1.5961], [-2.5884, 0.8915, -0.1680], [-2.3608, 2.3808, 0.7157], [-0.9882, 1.1565, 4.4695], [0.1029, 2.2360, 3.7505], [-2.8763, 2.2942, 3.7904], [-2.1114, 3.2214, 2.5472], [-1.7442, 3.5007, 4.2776]],
  "homo_ev": -7.2,
  "multiplicity": 1,
  "orbital_gap_ev": 6.852,
  "e_lumo_ev": -0.36
}

Entry 6:
{
  "formula": "C22H26Cl3NOTi",
  "method": "the ωB97M-V functional and the def2-TZVPD basis",
  "elements": ["C", "C", "C", "C", "C", "C", "C", "C", "C", "C", "Ti", "Cl", "Cl", "Cl", "H", "H", "H", "H", "H", "H", "H", "H", "H", "H", "H", "H", "H", "H", "H", "O", "H", "C", "C", "C", "C", "C", "C", "N", "C", "C", "C", "C", "C", "C", "H", "H", "H", "H", "H", "H", "H", "H", "H", "H"],
  "positions_angstrom": [[-0.7598, 1.0614, -3.1022], [-0.9537, -0.3517, -3.3614], [0.3624, -0.9682, -3.3423], [-2.2051, -0.9589, -3.8884], [1.3258, 0.0739, -3.0916], [0.6344, 1.3097, -2.9952], [1.2621, 2.6335, -2.7918], [-1.8210, 2.0933, -3.1563], [0.6822, -2.3464, -3.7896], [2.7897, -0.1025, -3.0714], [-0.4273, -0.7441, -1.2189], [-1.6295, -2.7141, -1.0822], [-2.4406, 0.1946, -0.4229], [1.3491, -2.0339, -0.3844], [-3.0521, -0.2814, -3.7393], [-2.4423, -1.9085, -3.4051], [-2.1160, -1.1137, -4.9687], [-0.0553, -3.0587, -3.4050], [1.6701, -2.6325, -3.4188], [0.7022, -2.4070, -4.8859], [3.0444, -1.0422, -2.5770], [3.2551, 0.7138, -2.5154], [3.2239, -0.1121, -4.0780], [2.1620, 2.5399, -2.1797], [0.5773, 3.3215, -2.2885], [1.5612, 3.0947, -3.7399], [-2.7745, 1.6852, -2.8094], [-1.9545, 2.4905, -4.1727], [-1.5582, 2.9294, -2.4999], [0.3898, 0.6504, -0.2794], [0.1625, 0.7539, 0.6683], [-1.5694, 3.2411, 4.6231], [-2.1886, 2.8280, 3.4327], [-1.6841, 1.7533, 2.7241], [-0.5763, 0.9986, 3.2154], [0.0239, 1.4263, 4.4392], [-0.4573, 2.5397, 5.1141], [-0.1133, -0.0261, 2.4619], [0.4125, -1.1785, 2.9713], [1.7980, -1.4430, 2.8250], [2.3615, -2.5930, 3.3592], [1.5587, -3.5241, 4.0335], [0.1770, -3.3091, 4.1352], [-0.3952, -2.1670, 3.5899], [-1.9515, 4.1074, 5.1617], [-3.0657, 3.3536, 3.0514], [-2.1202, 1.4250, 1.7771], [0.8857, 0.8624, 4.8085], [0.0379, 2.8614, 6.0320], [2.3875, -0.7184, 2.2671], [3.4332, -2.7583, 3.2472], [2.0139, -4.4221, 4.4583], [-0.4621, -4.0346, 4.6372], [-1.4702, -1.9924, 3.6280]],
  "homo_ev": -0.4,
  "total_charge": -2,
  "multiplicity": 1,
  "orbital_gap_ev": 4.949,
  "e_lumo_ev": 4.50
}

Number 1: E -685.767724 hartree, molecular weight 119.2 g/mol. Number 2: E -421.491201 hartree, molecular weight 117.1 g/mol. Number 3: E -307.611080 hartree, molecular weight 88.1 g/mol. Number 4: E -972.813232 hartree, molecular weight 401.2 g/mol. Number 5: E -2306.042689 hartree, molecular weight 519.6 g/mol. Number 6: E -3214.174702 hartree, molecular weight 474.7 g/mol.